Record 1
Computed, not measured: C6H7Br in the gas phase, with wB97M-V/def2-TZVPD.

Results
Orbital gap = 0.362 Ha
Energy above the lowest of the compared OMol25 structures with the same formula, charge and spin = 2.851 eV
E_LUMO = 0.70 eV
E_HOMO = -0.3363 hartree

Each line ends with the Löwdin charge.
Positions of all 14 atoms, in Å:
Br (-2.871410, -1.582392, -0.578169)  0.55
C (-1.572924, 1.109137, 0.213903)  -0.15
C (-2.007716, -0.269807, 0.659983)  -0.55
C (1.781855, -1.069879, -0.233759)  -0.09
C (-0.523702, 0.233817, 0.505541)  -0.18
C (0.729035, -0.148195, 0.250402)  -0.18
C (1.903734, 0.450611, -0.406321)  -0.13
H (-1.663468, 1.303922, -0.892700)  0.14
H (1.952549, 0.923772, -1.453056)  0.12
H (2.665836, 0.924659, 0.237202)  0.10
H (2.703815, -1.510462, 0.263013)  0.12
H (-1.947019, 1.775310, 0.939294)  0.10
H (-2.517053, -0.453310, 1.554835)  0.04
H (1.366468, -1.687182, -1.060167)  0.11

Forces on the atoms, in the same order (eV/Å):
0.8 0.8 0.4
-1.8 0.5 -2.2
2.3 -0.7 -2.2
0.6 -0.7 -0.1
0.9 -4.1 0.7
-0.8 1.5 0.2
0.8 0.9 -1.7
-0.3 0.4 1.4
-0.7 -0.8 1.6
-0.5 -0.5 -0.2
-1.9 0.3 0.0
0.0 1.5 0.3
-0.2 0.3 1.4
0.7 0.5 0.4


Record 2
Computed, not measured: a molecular structure, C17H28N3O8Pd, with wB97M-V/def2-TZVPD.

Results
Spin multiplicity = 3
Orbital gap (spin up / spin down) = 0.273 / 0.143 Ha
E_LUMO (spin up / spin down) = 2.36 / 0.62 eV
⟨S²⟩ = 2.063
E_HOMO (spin up / spin down) = -0.1859 / -0.1199 hartree
Charge = -1

Each line ends with the Mulliken spin population.
Positions of all 57 atoms, in Å:
Pd (-26.038888, 15.182170, 11.058594)  0.63
O (-26.088675, 12.649310, 8.398940)  0.00
O (-26.674987, 13.036112, 13.441700)  0.01
O (-26.293463, 15.444246, 14.298968)  0.09
O (-22.689291, 14.187355, 11.904799)  0.00
O (-27.016409, 14.214005, 18.666046)  0.26
O (-24.778088, 17.781555, 9.450331)  0.34
O (-27.268815, 11.465776, 17.709506)  0.10
O (-29.471145, 15.655191, 11.191505)  0.00
N (-20.816362, 14.492924, 13.164993)  0.00
N (-31.250071, 15.851665, 12.692141)  0.00
N (-25.382761, 10.722542, 7.639640)  0.00
C (-26.665909, 13.200982, 14.673203)  -0.07
C (-26.585025, 14.935666, 16.606893)  0.41
C (-26.994755, 12.504262, 16.962022)  -0.03
C (-26.895162, 13.870971, 17.418121)  0.00
C (-26.863576, 12.161450, 15.656877)  0.24
C (-30.327191, 16.316952, 11.780257)  0.00
C (-25.733702, 9.383927, 7.258378)  0.00
C (-23.044460, 17.721854, 7.746508)  -0.01
C (-19.576801, 13.836890, 13.707616)  0.00
C (-31.892752, 16.734981, 13.681746)  0.00
C (-31.539487, 14.458563, 12.948899)  0.00
C (-23.932673, 10.902957, 7.989657)  0.00
C (-26.433194, 14.593583, 15.186446)  -0.02
C (-26.345151, 11.620922, 7.871893)  0.00
C (-23.586273, 18.338419, 9.062749)  -0.02
C (-21.091809, 15.924495, 13.447797)  0.00
C (-21.584147, 13.758364, 12.268186)  0.00
H (-23.215844, 10.543527, 7.251387)  0.00
H (-18.756646, 13.999211, 13.008265)  0.00
H (-26.959230, 11.166146, 15.248684)  0.00
H (-31.764436, 17.793515, 13.455603)  0.00
H (-31.320021, 16.430753, 14.557835)  0.00
H (-26.769590, 9.270463, 6.938772)  0.00
H (-31.098160, 14.222450, 13.917185)  0.00
H (-21.260291, 15.955219, 14.524257)  0.00
H (-26.649303, 15.979159, 16.877808)  0.01
H (-32.957288, 16.585309, 13.861837)  0.00
H (-23.749288, 19.403790, 8.899881)  0.04
H (-27.351818, 11.303965, 7.558291)  0.00
H (-23.700772, 11.922573, 8.297405)  0.00
H (-20.247071, 16.516885, 13.096248)  0.00
H (-22.001694, 16.276598, 12.961756)  0.00
H (-22.636526, 16.733742, 7.959369)  0.00
H (-25.599173, 8.752473, 8.136593)  0.00
H (-25.105281, 9.138479, 6.402253)  0.00
H (-32.569062, 14.106063, 13.010622)  0.00
H (-19.298748, 14.441228, 14.571074)  0.00
H (-22.846715, 18.346644, 9.863425)  0.01
H (-30.331053, 17.417503, 11.748767)  0.00
H (-22.332667, 18.380786, 7.249254)  0.00
H (-23.928613, 17.572501, 7.126774)  0.00
H (-23.644623, 10.357041, 8.888044)  0.00
H (-30.990208, 13.819262, 12.257742)  0.00
H (-19.652189, 12.809973, 14.065209)  0.00
H (-21.269820, 12.732476, 12.021323)  0.00

Forces on the atoms, in the same order (eV/Å):
0.4 0.5 0.0
-0.4 2.8 1.0
0.0 0.0 0.9
0.3 0.1 1.0
1.8 -0.9 -0.2
-0.1 -1.7 -2.3
-0.3 -0.5 0.4
0.6 3.4 -0.2
-1.7 0.6 0.5
0.4 -2.1 -1.0
-1.6 0.5 -1.2
1.7 -1.2 -0.6
0.1 -1.5 -0.6
0.1 -0.6 -3.6
-1.4 -6.1 2.4
-0.1 2.8 6.1
0.7 2.1 -3.8
1.1 -1.0 0.7
0.2 0.0 -0.2
-0.5 0.1 0.8
-0.5 2.2 -0.1
1.2 -0.3 -0.2
1.7 -0.8 0.3
-0.8 0.3 0.9
-0.4 2.2 -1.2
0.5 -0.7 0.0
-0.6 -0.6 -0.4
0.0 -1.4 0.1
-2.4 2.2 1.2
-0.5 0.2 -0.6
0.1 -0.5 -0.1
-0.1 -0.2 0.5
0.3 -0.1 0.0
-0.5 0.7 0.8
0.0 0.4 0.1
0.0 -0.2 0.3
0.3 0.6 0.0
0.2 -0.2 0.3
0.0 -0.5 -0.4
-0.2 0.7 -0.3
-0.1 -0.1 -0.1
-0.4 0.2 -0.6
0.0 0.2 0.3
0.1 -0.4 -0.2
0.2 0.0 -0.1
0.3 -0.6 -0.3
0.1 -0.7 0.2
-0.3 0.8 -0.4
0.0 -0.1 0.2
0.6 -0.3 0.3
-0.1 0.0 -0.2
0.2 -0.1 -0.1
0.1 0.1 -0.2
-0.5 -0.5 0.2
-0.1 0.2 -0.2
-0.4 0.0 -0.5
0.4 0.2 0.1


Record 3
Computed, not measured: 2 unconnected molecules or ions with the total composition C4H13N2O, with wB97M-V/def2-TZVPD.

Results
Orbital gap = 0.367 Ha
Energy above the lowest of the compared OMol25 structures with the same formula, charge and spin = 1.686 eV
E_LUMO = -2.93 eV
E_HOMO = -0.4750 hartree
Charge = +1

Each line ends with the Löwdin charge.
Positions of all 20 atoms, in Å:
O (3.703279, 1.052532, 1.193019)  -0.05
N (0.941231, -0.302199, 0.600932)  0.19
N (-1.974666, -0.831334, 0.827961)  0.07
C (0.656085, -0.038907, -0.863197)  -0.12
C (-0.608161, -0.835211, -1.207045)  -0.13
C (-1.806203, -0.260608, -0.483558)  -0.40
C (-2.307539, 0.931306, -0.757800)  0.06
H (4.540137, 0.799070, 1.605431)  0.06
H (0.098343, -0.090071, 1.127661)  0.13
H (1.754774, 0.158997, 1.015288)  0.12
H (-2.427735, -0.174923, 1.449834)  0.09
H (3.610296, 2.007489, 1.255039)  0.05
H (-0.440460, -1.841777, -0.818761)  0.12
H (-2.502218, -1.696749, 0.789889)  0.10
H (1.136525, -1.294593, 0.696199)  0.16
H (-3.257700, 1.295289, -0.378548)  0.08
H (-2.018813, 1.577468, -1.580970)  0.08
H (0.408305, 1.018663, -0.938821)  0.13
H (-0.713527, -0.870158, -2.289095)  0.13
H (1.584553, -0.235025, -1.391041)  0.13

Forces on the atoms, in the same order (eV/Å):
-0.5 -0.4 -0.1
0.4 -0.2 -0.3
-0.3 -0.2 -0.6
-0.3 0.7 0.6
0.5 -0.2 0.0
1.2 0.7 1.0
-1.3 0.7 -1.2
-0.2 0.3 -0.1
-0.3 -0.2 0.3
0.3 0.5 -0.3
-0.4 -0.1 -0.1
0.3 0.0 0.1
-0.2 -0.3 -0.4
0.1 -0.1 0.3
-0.2 -0.3 0.2
0.3 -0.1 0.9
0.4 -0.5 -0.3
0.3 0.1 -0.1
-0.2 0.0 0.0
-0.2 -0.3 -0.3


Record 4
Computed, not measured: a molecular structure, C29H40BClN12O4STi, with wB97M-V/def2-TZVPD.

Results
Orbital gap = 0.283 Ha
Energy above the lowest of the compared OMol25 structures with the same formula, charge and spin = 0.843 eV
E_LUMO = 0.00 eV
E_HOMO = -0.2831 hartree

Each line ends with the Löwdin charge.
Positions of all 89 atoms, in Å:
Ti (0.113746, -0.951757, 0.534943)  0.97
Cl (3.235193, -1.009161, 0.756937)  0.99
S (2.569799, -0.564361, -2.756570)  0.68
O (1.949552, -0.411150, 0.025658)  -0.80
O (3.268686, -2.539166, 0.668126)  -0.64
O (1.868223, 0.702839, 2.927425)  -0.05
O (0.742116, -1.737082, 1.808313)  -0.37
N (-1.988126, 0.909672, 1.125300)  -0.01
N (4.761740, 8.954446, 0.285011)  0.16
N (3.794732, -2.857159, -3.033098)  0.06
N (-1.702131, -2.210721, 0.835837)  0.03
N (-2.808303, -1.442113, 1.017509)  -0.02
N (-1.796883, -0.852773, -1.760306)  0.13
N (1.979937, -3.045454, -1.732588)  -0.06
N (0.205111, 1.385185, -0.624651)  0.04
N (-2.774597, -0.152297, -1.115534)  -0.05
N (0.929694, -2.734978, -0.842301)  -0.01
N (-0.872217, 0.431586, 1.727907)  0.01
N (1.008803, 3.426893, -0.814794)  0.00
C (1.775285, 4.578965, -0.553203)  -0.17
C (0.128793, 3.241222, -1.869299)  -0.03
C (-1.285424, 2.499782, 2.472474)  0.01
C (-1.950672, -3.386540, 1.431349)  -0.25
C (-3.730197, -2.114584, 1.711689)  -0.05
C (3.764548, 5.590091, 0.336912)  -0.01
C (3.328127, 6.841253, -0.094135)  -0.23
C (4.127447, 8.010768, 0.121151)  -0.18
C (0.229691, 0.256761, 4.654118)  0.00
C (-0.264909, -4.568408, 2.839008)  -0.05
C (-0.436929, 1.397865, 2.574076)  -0.20
C (-0.677593, -0.422202, -5.021942)  -0.06
C (0.709794, 1.217839, 3.559336)  -0.56
C (2.100124, 6.950502, -0.745546)  -0.02
C (-1.522556, -1.453411, -4.267951)  -0.37
C (-2.158362, -0.828171, -3.056121)  -0.28
C (-0.994587, -4.546991, 1.484689)  -0.36
C (1.125956, 2.560894, 4.134524)  -0.02
C (1.010570, 2.269077, -0.105150)  -0.13
C (-0.347060, 1.977063, -1.738652)  -0.09
C (-0.751024, -2.735681, -4.001966)  -0.06
C (2.994254, 4.467708, 0.108918)  0.01
C (-1.728741, -5.868032, 1.261157)  -0.07
C (-3.348116, -0.092358, -3.228069)  -0.03
C (2.748521, -2.181879, -2.471889)  -0.91
C (1.327913, 5.827923, -0.968404)  0.00
C (-3.234805, -3.369585, 1.988014)  0.00
C (-2.244003, 2.142353, 1.548098)  -0.04
C (-3.695329, 0.317527, -1.975232)  -0.09
B (-2.977553, -0.047071, 0.393203)  -0.52
H (4.290836, -2.329408, -3.730248)  0.08
H (1.005207, 0.148277, 5.413077)  0.09
H (-2.363493, -1.704488, -4.920277)  0.13
H (-4.684427, -1.672813, 1.944926)  0.13
H (-3.869817, 0.088638, -4.153389)  0.11
H (0.400446, -5.431577, 2.901530)  0.08
H (-3.107814, 2.681377, 1.194063)  0.13
H (0.187240, -0.135008, -4.434167)  0.03
H (2.557805, -3.769957, -1.330872)  0.13
H (1.261006, -2.896036, 0.115942)  0.03
H (-0.687622, 0.619282, 5.120455)  0.09
H (0.320388, -3.662250, 2.965118)  0.05
H (-0.997819, -4.627885, 3.646806)  0.09
H (3.347225, 3.495090, 0.425680)  0.12
H (-2.379316, -6.091097, 2.108487)  0.08
H (-2.340073, -5.841949, 0.357285)  0.08
H (-1.213704, 3.431383, 3.006618)  0.11
H (3.655083, -3.833334, -3.252167)  0.10
H (0.173312, -3.366121, -1.073139)  0.09
H (0.157703, -2.520661, -3.455626)  0.03
H (-1.011550, -6.683463, 1.162267)  0.08
H (1.470290, 3.216449, 3.331597)  0.09
H (-4.544866, 0.880931, -1.625448)  0.12
H (1.601083, 2.108458, 0.784001)  0.13
H (1.711161, -0.227522, 2.710935)  0.02
H (-1.043395, 1.463454, -2.381633)  0.09
H (0.307151, 3.048287, 4.663996)  0.09
H (0.365520, 5.926657, -1.451538)  0.11
H (-4.087253, 0.356408, 0.595310)  0.12
H (-0.046646, 3.988166, -2.622271)  0.12
H (-0.328953, -0.835784, -5.971277)  0.08
H (4.718358, 5.504620, 0.839497)  0.13
H (-3.728489, -4.164845, 2.519199)  0.11
H (0.029234, -0.717730, 4.205650)  0.08
H (-1.357555, -3.447412, -3.435377)  0.08
H (1.757255, 7.923834, -1.068595)  0.12
H (-1.262116, 0.477001, -5.231828)  0.08
H (1.952459, 2.396147, 4.823907)  0.09
H (-0.472298, -3.202614, -4.948964)  0.08
H (-0.249797, -4.427635, 0.696188)  0.11

Forces on the atoms, in the same order (eV/Å):
1.2 -0.5 -0.2
0.3 -0.2 0.2
-0.3 -0.2 -0.3
-0.1 0.4 0.3
0.2 0.0 0.0
0.0 0.2 0.0
-0.3 0.4 -0.1
-0.1 -0.1 0.0
0.0 0.0 0.0
0.1 -0.3 -0.1
-0.3 0.0 0.1
-0.2 0.0 -0.1
-0.3 0.1 -0.5
0.1 -0.3 0.2
-0.1 -0.3 -0.2
-0.1 0.3 0.1
-0.4 0.3 -0.2
-0.3 1.1 0.8
-0.1 0.0 -0.1
0.2 0.1 0.1
0.0 -0.1 0.0
0.2 0.2 0.1
-0.1 0.0 -0.1
0.0 -0.2 0.0
0.1 0.1 0.1
-0.2 -0.2 -0.1
0.1 0.1 0.0
0.1 0.0 -0.1
-0.1 0.0 -0.2
-0.2 -0.3 -0.3
-0.1 0.0 -0.1
-0.3 -0.2 0.0
0.1 0.1 0.0
0.3 0.0 0.1
-0.3 0.1 0.1
0.1 0.1 0.3
0.0 0.0 -0.1
0.1 -0.1 0.1
-0.1 0.1 0.0
-0.1 0.0 0.0
0.0 -0.2 0.0
0.0 0.0 -0.2
0.1 0.1 -0.1
-0.2 0.6 -0.1
-0.1 0.0 0.0
0.0 0.0 0.1
-0.1 0.0 0.0
-0.1 0.0 0.0
0.2 -0.3 -0.1
0.0 0.0 0.0
0.0 0.0 0.0
-0.1 0.0 0.0
0.0 0.1 0.0
0.0 0.0 0.0
0.0 0.0 0.0
0.0 -0.1 0.0
0.2 0.0 0.1
0.0 -0.1 0.0
0.4 -0.5 -0.3
0.0 0.0 0.0
0.1 0.0 0.1
0.0 -0.1 0.0
0.0 0.0 0.0
0.0 0.0 0.0
0.0 0.0 0.0
0.0 0.0 0.0
0.1 0.0 0.1
-0.2 0.1 0.0
0.2 0.0 0.2
0.0 0.0 0.1
0.0 0.0 0.0
0.0 0.0 0.0
0.0 0.0 0.0
0.0 -0.2 -0.1
0.0 0.0 0.1
0.0 0.0 0.0
0.0 0.0 0.0
0.0 0.0 0.0
0.1 0.0 0.0
0.0 0.0 0.0
0.0 0.0 0.0
0.0 0.0 0.0
0.0 0.0 0.0
0.1 0.0 0.0
0.0 0.0 0.0
0.0 0.0 0.0
0.0 0.0 0.0
0.0 0.0 0.0
0.0 0.0 0.0